No. 1
18
Properties=species:S:1:pos:R:3 method="wB97M-V/def2-TZVPD" homo_energy_ev=-8.54 lumo_energy_ev=1.05 mol_weight_g_mol=110.16 e_above_lowest_kj_mol=153.5
O 1.277 0.610 -0.411
C 2.507 0.046 -0.065
C -1.601 -1.391 -0.166
C 0.241 0.053 0.335
C -1.146 2.162 -0.077
C -1.020 0.849 0.067
C -2.093 -0.148 -0.082
C -0.069 -1.377 -0.052
H 2.719 0.231 0.997
H -0.347 2.853 0.056
H 0.365 -1.617 -1.048
H -3.176 0.074 -0.125
H -2.151 -2.324 -0.339
H 0.475 0.068 1.408
H 0.285 -2.097 0.724
H 3.313 0.488 -0.687
H 2.551 -1.063 -0.190
H -2.131 2.582 -0.344

No. 2
18
Properties=species:S:1:pos:R:3 method="wB97M-V/def2-TZVPD" homo_energy_ev=-9.08 lumo_energy_ev=0.85 mol_weight_g_mol=110.16 e_above_lowest_kj_mol=1089.7
O -0.684 -0.518 -1.505
C -0.039 0.647 -1.082
C 1.462 -0.607 -0.212
C -1.322 0.043 1.862
C 1.230 1.558 -0.727
C -0.663 0.032 0.763
C 0.545 0.490 0.058
C -1.178 -0.826 -0.295
H 2.102 1.178 -1.206
H -1.032 0.404 3.064
H 0.716 -1.463 -0.397
H 2.174 -0.471 -1.095
H -2.157 -0.726 1.965
H -1.019 1.245 -0.951
H 0.900 2.751 -1.049
H 1.958 -0.979 1.173
H -0.769 -1.856 -0.278
H -2.223 -0.904 -0.086

No. 3
18
Properties=species:S:1:pos:R:3 method="wB97M-V/def2-TZVPD" homo_energy_ev=-8.01 lumo_energy_ev=0.94 mol_weight_g_mol=110.16 e_above_lowest_kj_mol=736.0
O -0.031 -1.024 -0.985
C -0.274 1.081 -0.417
C -1.823 0.743 -0.412
C 0.897 1.407 0.433
C 1.395 -0.887 -0.334
C -0.983 -0.916 1.265
C -0.884 -0.331 -0.174
C 1.774 0.371 0.453
H 1.495 -2.009 -0.020
H -0.769 0.008 2.149
H 2.883 0.508 0.572
H -0.090 -1.846 1.597
H 2.037 -0.950 -1.333
H 0.956 2.457 0.962
H -0.059 1.104 -1.608
H -2.431 0.516 0.694
H -2.097 -1.282 1.368
H -2.287 0.881 -1.392

No. 4
19
Properties=species:S:1:pos:R:3 method="wB97M-V/def2-TZVPD" homo_energy_ev=-8.21 lumo_energy_ev=0.89 mol_weight_g_mol=126.15 e_above_lowest_kj_mol=335.9
O -0.878 -1.563 1.495
O 1.117 0.588 -0.826
C -1.058 -2.338 -1.386
C -1.234 -1.115 -0.883
C -0.934 -0.598 0.445
C 0.851 2.186 0.770
C 0.942 1.069 1.421
C 0.783 2.014 -0.721
C 0.871 -0.034 0.417
H -1.539 0.183 0.771
H -1.385 -2.565 -2.467
H 0.991 0.948 2.425
H 1.540 2.687 -1.107
H -0.603 -3.186 -0.807
H 1.119 3.195 1.147
H -0.193 2.153 -1.156
H -0.010 -2.121 1.368
H -1.788 -0.483 -1.498
H 1.408 -1.019 0.595

| no. | F_max (eV Å⁻¹) | HOMO-LUMO gap (hartree) |
| --- | --- | --- |
| 1 | 1.489 | 0.3524 |
| 2 | 11.397 | 0.3647 |
| 3 | 4.982 | 0.3290 |
| 4 | 5.286 | 0.3346 |